Below is a molecular structure, C22H30BrClF3INO12S2 in a non-equilibrium geometry, with properties calculated with ωB97M-V/def2-TZVPD.

Positions of all 73 atoms, in Å:
C1 0.370 4.755 -1.918
C2 -1.094 4.907 -2.630
C3 -2.111 4.011 -1.767
C4 -2.792 2.779 -2.618
C5 -2.256 1.379 -2.079
C6 -2.925 0.978 -0.707
C7 -4.058 1.860 0.014
C8 -5.565 1.382 -0.270
C9 -5.752 -0.174 -0.604
Cl1 -6.442 2.372 -1.559
C10 -2.519 -0.345 0.060
C11 -3.185 -0.786 1.454
O1 -3.835 -1.862 1.561
O2 -3.053 -0.017 2.659
I1 -1.276 -0.360 3.538
C12 -1.412 -1.177 -0.678
C13 -0.890 -2.525 0.055
C14 0.434 -2.135 0.904
C15 1.813 -2.723 0.307
C16 2.829 -1.596 -0.264
O3 2.802 -0.381 0.035
O4 3.890 -2.006 -1.164
C17 -0.846 -0.706 -2.068
Br1 0.513 -1.937 -2.776
N1 -1.257 0.522 -2.743
C18 -0.770 0.986 -4.037
F1 -0.169 2.288 -3.958
F2 -1.923 1.002 -4.905
F3 0.155 0.240 -4.749
H1 1.024 5.681 -2.039
H2 0.224 4.603 -0.779
H3 0.944 3.834 -2.280
H4 -1.049 4.609 -3.739
H5 -1.360 6.028 -2.527
H6 -1.704 3.640 -0.768
H7 -3.009 4.698 -1.508
H8 -2.566 3.012 -3.707
H9 -3.923 2.834 -2.479
H10 -3.896 1.764 1.157
H11 -4.004 2.975 -0.213
H12 -6.149 1.572 0.710
H13 -6.824 -0.292 -1.027
H14 -5.749 -0.759 0.382
H15 -5.053 -0.590 -1.402
H16 -0.716 -3.388 -0.690
H17 -1.663 -2.929 0.808
H18 0.510 -1.007 1.055
H19 0.303 -2.590 1.958
H20 1.690 -3.555 -0.465
H21 2.373 -3.199 1.202
H22 3.511 -1.952 -2.071
C19 3.045 2.571 2.098
C20 4.332 2.707 1.304
O5 4.250 3.988 0.678
S1 3.423 4.996 1.644
O6 4.363 5.772 2.396
O7 2.363 5.585 0.881
O8 2.790 3.872 2.630
H23 2.209 2.297 1.448
H24 3.132 1.840 2.903
H25 4.444 1.920 0.558
H26 5.205 2.709 1.964
C21 2.789 -7.166 3.547
C22 4.201 -7.570 3.151
O9 4.416 -6.963 1.876
S2 3.595 -5.566 1.809
O10 4.497 -4.498 2.120
O11 2.779 -5.577 0.631
O12 2.644 -5.816 3.099
H27 2.044 -7.778 3.031
H28 2.628 -7.230 4.623
H29 4.322 -8.651 3.088
H30 4.939 -7.162 3.848

Cartesian forces, eV/Å:
C -0.2 -0.2 0.3
C 1.4 0.1 1.4
C -1.6 0.6 -0.5
C 0.9 0.3 0.1
C -1.5 -0.9 2.2
C 1.8 -2.1 -0.1
C 0.1 0.0 0.0
C -0.3 -1.1 1.0
C -1.3 0.4 0.0
Cl 0.9 -0.4 0.7
C 1.9 2.3 -4.2
C -1.8 -3.8 1.5
O 2.8 4.7 -1.3
O 0.4 -0.7 -2.8
I -0.3 0.2 0.0
C -1.5 1.4 -0.7
C 0.1 0.7 -0.1
C 0.4 -0.7 0.1
C 1.0 0.4 0.5
C 0.3 2.8 0.1
O -0.4 -4.3 -0.6
O -2.4 0.1 0.8
C -1.3 -0.4 2.9
Br -1.5 1.5 0.3
N -1.1 -0.7 3.7
C 0.4 1.6 -4.3
F -2.2 -3.5 0.2
F 2.9 0.4 2.3
F -2.1 1.1 2.5
H -0.9 -1.3 0.0
H 0.2 0.4 -1.9
H -0.8 1.3 0.3
H -0.2 0.5 1.8
H 0.2 -2.0 -0.3
H -0.3 0.5 -1.5
H 1.4 -1.2 -0.3
H -0.3 -0.8 1.4
H 1.6 -0.5 -0.2
H -0.1 0.0 -1.9
H 0.2 -1.6 0.2
H 0.9 -0.1 -1.8
H 1.8 0.2 0.7
H 0.3 0.7 -1.6
H -0.7 0.6 1.3
H -0.1 1.6 1.1
H 0.9 1.0 -1.4
H 0.0 -1.5 -0.4
H 0.2 0.7 -1.8
H 0.1 1.2 1.1
H -0.7 0.9 -1.7
H 0.5 -0.1 0.8
C -0.2 -0.4 -0.4
C 0.4 -0.4 0.4
O -0.9 0.4 0.3
S 0.4 0.0 0.1
O -1.0 -0.4 -0.6
O 0.8 -0.2 0.5
O 0.5 0.5 -0.3
H 0.1 -0.1 0.0
H 0.0 0.3 0.1
H -0.1 0.2 -0.1
H -0.1 -0.1 0.0
C -0.2 -0.7 0.0
C 0.2 0.1 0.7
O -0.8 0.7 -0.3
S 0.5 -0.7 0.4
O -1.0 -0.4 -0.5
O 0.7 0.1 0.7
O 0.7 0.3 -0.6
H 0.1 0.0 0.1
H 0.0 0.3 -0.1
H 0.0 0.2 -0.3
H -0.1 -0.1 0.0

The calculation puts the HOMO energy at -0.4723 Eh. As for the gap between HOMO and LUMO: 7.3 eV. As for the lowest unoccupied orbital energy: -5.562 eV. The total charge is +1.

Below is C3H7O2P in the gas phase in a non-equilibrium geometry, with properties calculated with ωB97M-V/def2-TZVPD.

Positions of all 13 atoms, in Å:
C1 0.960 0.690 -0.238
C2 1.046 1.099 1.174
C3 1.426 -0.697 -0.727
O1 -0.381 0.631 0.560
O2 -2.502 -0.765 0.253
P1 -2.200 0.755 -0.185
H1 1.071 1.430 -1.077
H2 1.404 0.192 1.791
H3 1.461 -0.633 -1.790
H4 0.941 -1.527 -0.272
H5 2.388 -0.784 -0.290
H6 -2.592 -1.649 -0.128
H7 -3.021 1.259 0.927

Cartesian forces, eV/Å:
C -1.0 -0.9 0.3
C 1.1 0.2 0.8
C -0.3 2.1 0.9
O -1.5 -0.3 -2.2
O -0.8 -0.1 0.7
P 2.1 -1.0 1.2
H -0.7 -0.3 1.1
H -0.9 0.8 -0.8
H 0.1 -0.8 -0.8
H -1.1 -0.5 0.0
H 1.5 0.0 -0.1
H 0.5 0.9 -0.6
H 1.1 0.0 -0.4

The calculation puts the HOMO energy at -0.2562 Eh. The energy relative to the best compared isomer or geometry (same formula, charge and spin) is 600.1 kJ/mol. As for the gap between HOMO and LUMO: 6.8 eV. As for the lowest unoccupied orbital energy: -0.195 eV.

Below is 2 unconnected molecules or ions with the total composition C5H5NO, with properties calculated with ωB97M-V/def2-TZVPD.

Positions of all 12 atoms, in Å:
O1 2.126 -0.294 0.791
C1 1.044 -0.223 1.236
C2 0.028 -0.089 2.092
C3 -1.264 -0.285 1.858
C4 -0.198 -0.487 -0.739
C5 -0.006 0.808 -1.549
N1 0.582 -0.475 -1.767
H1 -2.038 -0.262 2.619
H2 -1.560 -0.505 0.822
H3 0.611 1.602 -1.129
H4 -0.790 1.115 -2.234
H5 1.466 -0.905 -1.999

Cartesian forces, eV/Å:
O -0.8 0.1 0.5
C 0.9 0.0 0.1
C -0.2 -0.1 -0.2
C 0.0 0.0 0.1
C 0.1 -0.2 -0.7
C -0.1 0.4 -0.2
N 0.0 -0.1 0.2
H 0.2 0.1 0.1
H -0.1 0.0 0.3
H -0.2 -0.2 0.1
H 0.2 0.0 -0.1
H -0.1 0.0 -0.2

The calculation puts the HOMO energy at -0.3203 Eh. The energy relative to the best compared isomer or geometry (same formula, charge and spin) is 594.6 kJ/mol. As for the gap between HOMO and LUMO: 8.7 eV. As for the lowest unoccupied orbital energy: -0.058 eV.

Below is C5H9NO in the gas phase, with properties calculated with ωB97M-V/def2-TZVPD.

Positions of all 16 atoms, in Å:
C1 -1.472 1.134 1.282
C2 -1.460 -0.276 0.743
O1 -2.403 -1.031 0.863
C3 -0.219 -0.745 0.037
C4 1.153 -0.488 0.564
N1 0.650 0.254 -0.562
C5 1.215 -0.046 -1.877
H1 -2.465 1.359 1.673
H2 -0.735 1.244 2.086
H3 -1.191 1.841 0.497
H4 -0.360 -1.692 -0.486
H5 1.885 -1.276 0.375
H6 1.308 0.071 1.484
H7 2.192 -0.540 -1.790
H8 1.355 0.885 -2.435
H9 0.547 -0.695 -2.454

Cartesian forces, eV/Å:
C -0.1 0.0 0.0
C -0.1 -0.1 0.0
O 0.3 0.3 0.0
C -0.2 -0.2 0.0
C 0.2 0.0 0.2
N 0.0 0.1 0.0
C 0.1 -0.1 -0.2
H 0.1 0.0 0.0
H -0.1 -0.1 -0.1
H 0.0 -0.1 0.1
H 0.0 0.2 0.0
H -0.1 0.2 0.0
H -0.1 -0.1 -0.1
H -0.2 0.1 0.0
H 0.0 -0.2 0.1
H 0.1 0.1 0.1

Its structure (SMILES) is CC(=O)[C@@H]1CN1C. The calculation puts the HOMO energy at -0.3421 Eh. The energy relative to the best compared isomer or geometry (same formula, charge and spin) is 199.7 kJ/mol. As for the gap between HOMO and LUMO: 10.3 eV. As for the lowest unoccupied orbital energy: 0.955 eV.

Below is C16H22N4O2 in the gas phase in a non-equilibrium geometry, with properties calculated with ωB97M-V/def2-TZVPD.

Positions of all 44 atoms, in Å:
O1 2.153 1.760 -1.076
C1 2.023 0.704 -0.495
C2 0.831 0.422 0.429
C3 0.208 -0.914 0.125
O2 0.812 -1.972 0.175
N1 -1.100 -0.899 -0.236
N2 -1.830 0.236 -0.307
C4 -3.038 0.237 -0.692
C5 -3.754 1.552 -0.664
C6 -4.638 1.677 0.585
C7 -5.577 0.492 0.815
C8 -4.839 -0.787 1.230
C9 -4.455 -1.706 0.067
C10 -3.848 -0.955 -1.131
N3 2.901 -0.311 -0.558
C11 4.097 -0.255 -1.373
C12 5.323 -0.108 -0.512
C13 5.519 1.046 0.239
C14 6.642 1.145 1.041
C15 7.531 0.079 1.061
N4 7.356 -1.023 0.353
C16 6.280 -1.111 -0.409
H1 0.099 1.219 0.319
H2 1.212 0.401 1.453
H3 -1.511 -1.804 -0.464
H4 -4.374 1.644 -1.557
H5 -3.021 2.358 -0.660
H6 -5.230 2.589 0.491
H7 -3.994 1.787 1.460
H8 -6.177 0.307 -0.078
H9 -6.267 0.770 1.615
H10 -5.466 -1.362 1.914
H11 -3.938 -0.505 1.780
H12 -3.747 -2.449 0.442
H13 -5.339 -2.247 -0.278
H14 -3.238 -1.641 -1.725
H15 -4.651 -0.599 -1.777
H16 2.656 -1.188 -0.114
H17 3.993 0.621 -2.022
H18 4.166 -1.158 -1.986
H19 4.797 1.849 0.186
H20 6.827 2.027 1.635
H21 8.425 0.104 1.670
H22 6.181 -2.032 -0.970

Cartesian forces, eV/Å:
O 0.0 0.4 -0.1
C -0.3 -0.3 0.3
C 0.1 0.3 -0.2
C 0.1 0.1 0.2
O 0.0 -0.1 0.1
N -0.7 -0.9 -0.3
N 0.1 0.8 0.2
C 0.0 -0.2 -0.4
C 0.0 0.2 0.3
C -0.2 0.0 -0.3
C 0.1 0.1 0.3
C -0.2 -0.1 -0.1
C 0.0 0.1 0.1
C 0.2 -0.2 0.1
N 0.3 -0.4 -0.1
C 0.1 0.2 0.0
C 0.1 0.0 0.0
C 0.1 -0.1 0.0
C -0.1 0.0 -0.1
C 0.0 0.2 0.1
N 0.4 -0.4 0.1
C -0.4 0.2 -0.2
H 0.3 -0.1 0.0
H -0.1 -0.1 0.0
H 0.2 0.2 0.1
H 0.0 0.0 -0.1
H 0.0 0.0 -0.1
H 0.0 0.1 0.1
H 0.0 0.0 0.0
H -0.1 0.0 -0.1
H -0.1 0.0 -0.1
H 0.1 0.0 0.1
H 0.0 0.0 0.1
H 0.0 -0.1 0.0
H 0.0 -0.1 0.0
H -0.1 0.0 -0.1
H 0.1 0.0 0.0
H -0.1 0.1 0.0
H 0.0 -0.2 0.0
H 0.0 0.1 0.0
H -0.1 0.1 0.0
H 0.0 0.1 0.1
H 0.0 0.1 0.1
H -0.1 -0.1 -0.1

Its structure (SMILES) is O=C(CC(=O)NN=C1CCCCCC1)NCc1cccnc1. The calculation puts the HOMO energy at -0.3381 Eh. The energy relative to the best compared isomer or geometry (same formula, charge and spin) is 64.7 kJ/mol. As for the gap between HOMO and LUMO: 9.8 eV. As for the lowest unoccupied orbital energy: 0.619 eV.

Below is C4H4N2O in the gas phase in a non-equilibrium geometry, with properties calculated with ωB97M-V/def2-TZVPD.

Positions of all 11 atoms, in Å:
N1 2.835 0.086 1.301
C1 2.021 0.120 0.481
C2 0.983 0.167 -0.569
O1 0.097 -0.918 -0.424
C3 -1.247 -0.692 -0.056
C4 -1.511 0.612 0.577
N2 -1.705 1.655 1.037
H1 1.460 0.089 -1.551
H2 0.486 1.142 -0.507
H3 -1.898 -0.777 -0.937
H4 -1.521 -1.484 0.648

Cartesian forces, eV/Å:
N -0.8 0.0 -0.8
C 0.7 0.0 0.7
C 0.1 0.2 -0.1
O 0.0 -0.1 0.0
C -0.2 0.0 0.0
C -0.1 0.9 0.4
N 0.2 -1.1 -0.4
H 0.0 0.0 0.2
H 0.0 -0.1 0.0
H 0.1 0.1 0.1
H 0.0 0.1 -0.1

Its structure (SMILES) is N#CCOCC#N. The calculation puts the HOMO energy at -0.4206 Eh. The energy relative to the best compared isomer or geometry (same formula, charge and spin) is 176.8 kJ/mol. As for the gap between HOMO and LUMO: 11.9 eV. As for the lowest unoccupied orbital energy: 0.475 eV.

Below is C7H11NS2 in the gas phase in a non-equilibrium geometry, with properties calculated with ωB97M-V/def2-TZVPD.

Positions of all 21 atoms, in Å:
C1 -0.698 0.806 1.424
C2 -1.164 -0.474 0.592
C3 -2.716 -0.629 0.437
C4 -0.465 -0.354 -0.800
C5 1.085 -0.233 -0.829
C6 1.921 -1.208 -1.192
S1 3.567 -0.627 -1.339
C7 3.134 1.004 -0.879
S2 4.129 2.217 -0.461
N1 1.701 0.971 -0.543
H1 0.484 0.917 1.245
H2 -0.966 0.674 2.515
H3 -1.299 1.756 1.144
H4 -0.657 -1.313 1.156
H5 -3.236 0.399 0.523
H6 -3.041 -1.304 -0.586
H7 -3.038 -1.294 1.302
H8 -0.852 0.529 -1.458
H9 -0.791 -1.386 -1.307
H10 1.536 -2.290 -1.165
H11 1.364 1.838 0.220

Cartesian forces, eV/Å:
C -0.2 0.3 0.1
C 1.3 1.6 0.1
C -0.4 -1.5 -0.5
C -0.5 -1.4 -1.3
C -2.0 0.1 0.8
C -0.6 -1.8 0.3
S -0.3 0.1 -0.1
C -2.9 -1.0 1.9
S 0.2 0.4 -0.3
N 2.2 3.6 1.0
H -3.2 -0.2 1.2
H 0.7 0.0 -1.1
H 1.3 -1.4 0.0
H -0.9 0.5 -0.8
H 0.7 -1.8 -0.5
H 1.0 2.3 2.8
H 0.0 1.0 -1.0
H 0.3 -1.6 1.3
H 1.0 2.4 0.5
H 1.1 1.8 -0.7
H 1.2 -3.4 -3.6

Its structure (SMILES) is CC(C)Cc1csc(=S)[nH]1. The calculation puts the HOMO energy at -0.2881 Eh. The energy relative to the best compared isomer or geometry (same formula, charge and spin) is 259.2 kJ/mol. As for the gap between HOMO and LUMO: 8.2 eV. As for the lowest unoccupied orbital energy: 0.366 eV.